# 1
The following is a quantum chemistry calculation of a cluster of 3 separate species, C3H11NO2 in total, from OMol25.

Charge ... 0
E_LUMO ... -4.91 eV
Orbital gap ... 0.1244 hartree
Energy above the lowest of the compared OMol25 structures with the same formula, charge and spin ... 748.3 kJ/mol

Last columns: bonded neighbours and bond lengths (Å).
Cartesian coordinates (Å):
1 C 0.418 -1.146 0.414  C2 1.556, H5 1.073, H6 1.098, H7 1.064
2 C 1.357 -0.177 -0.361  C1 1.556, C3 1.539, N4 1.465, H16 1.143
3 C 0.624 1.177 -0.328  C2 1.539, H8 1.088, H9 1.107, H11 1.095
4 N 2.591 -0.248 0.425  C2 1.465, H10 1.016
5 H 0.316 -0.641 1.355  C1 1.073
6 H 1.035 -1.995 0.732  C1 1.098
7 H -0.514 -1.444 -0.004  C1 1.064
8 H -0.421 1.051 -0.603  C3 1.088
9 H 1.049 1.925 -1.024  C3 1.107
10 H 3.425 0.187 0.039  N4 1.016
11 H 0.764 1.547 0.693  C3 1.095
12 H -2.612 -0.113 -1.706  O14 0.981
13 H -2.231 -0.119 0.291  O17 1.020
14 O -2.014 -0.525 -1.046  H12 0.981
15 H -3.066 0.528 1.500  O17 0.987
16 H 1.465 -0.564 -1.432  C2 1.143
17 O -2.186 0.556 1.054  H13 1.020, H15 0.987

=====

# 2
The following is a quantum chemistry calculation of a cluster of 3 separate species, C3H11NO2 in total, from OMol25.

Charge ... +1
Spin multiplicity ... 2
E_LUMO (alpha / beta) ... -3.47 / -8.70 eV
Orbital gap (alpha / beta) ... 0.3766 / 0.1847 hartree
Energy above the lowest of the compared OMol25 structures with the same formula, charge and spin ... 154.8 kJ/mol

Last columns: bonded neighbours and bond lengths (Å).
Cartesian coordinates (Å):
1 N -0.438 2.127 -0.864  C2 1.441, H5 1.025, H6 1.028
2 C -0.775 0.779 -0.482  N1 1.441, C4 1.511, H7 1.088, H8 1.089
3 C -2.356 -0.719 -1.580  C4 1.324, H9 1.091, H10 1.078
4 C -2.159 0.451 -0.992  C2 1.511, C3 1.324, H11 1.086
5 H -0.911 2.947 -0.472  N1 1.025
6 H -0.278 2.315 -1.862  N1 1.028
7 H -0.563 0.711 0.583  C2 1.088
8 H -0.051 0.145 -0.991  C2 1.089
9 H -3.315 -1.146 -1.880  C3 1.091
10 H -1.591 -1.469 -1.702  C3 1.078
11 H -2.947 1.195 -0.918  C4 1.086
12 H 1.611 -0.986 2.746  O14 0.964
13 H 2.429 0.061 1.893  O14 0.971
14 O 2.070 -0.139 2.773  H12 0.964, H13 0.971
15 H 2.952 -2.056 -0.245  O17 0.973
16 H 2.154 -2.883 0.749  O17 0.964
17 O 2.406 -1.972 0.556  H15 0.973, H16 0.964